1.
Density functional theory data (ωB97M-V/def2-TZVPD) for one molecule with the formula C8H12O5S2 in a non-equilibrium geometry.

Computed properties:
calculated total energy	-40396.732	eV
frontier orbital gap	9.4	eV
HOMO energy	-9.355	eV

Atoms and positions in Å:
O1 -0.090114 -2.504695 -0.213575
O2 2.082160 -0.304940 1.863926
O3 -1.801730 4.102700 -0.629410
O4 -1.575513 -0.758484 -0.265207
O5 1.243017 0.292442 -0.151658
S1 -2.998707 1.980182 0.979699
C1 -0.890322 -1.820752 -0.750319
C2 2.108183 -0.418961 0.664108
S2 -1.306690 3.287390 0.565140
C3 -0.813253 -2.033361 -2.255581
C4 3.234338 -1.127001 0.027905
C5 -1.957294 0.681924 1.908944
C6 -0.328511 2.023032 -0.365646
C7 -0.986032 -0.007239 0.833370
C8 0.196557 0.906582 0.506616
H1 0.145512 -1.681031 -2.666298
H2 -1.679172 -1.714012 -2.844079
H3 -0.737806 -3.119550 -2.497865
H4 3.954436 -1.510067 0.779302
H5 3.693091 -0.440844 -0.601339
H6 2.875677 -1.920516 -0.603495
H7 -2.574741 -0.025380 2.445412
H8 -1.355554 1.313727 2.595803
H9 -0.947106 1.623654 -1.184749
H10 0.516591 2.506780 -0.995133
H11 -0.533627 -0.797338 1.456564
H12 0.526612 1.465758 1.397564

Force components x, y, z for each atom (eV/Å):
0.8 -0.7 3.1
-0.9 0.0 -0.2
0.6 -0.6 2.3
-0.2 1.4 -0.1
1.4 -1.7 -0.3
0.9 -0.5 0.7
1.3 0.5 -2.6
0.4 1.0 1.7
-1.1 0.0 -3.6
-1.5 -0.9 -1.4
-0.4 -1.3 0.4
0.5 1.3 -2.8
1.2 0.4 -2.1
0.8 -2.2 3.5
-1.9 2.1 -0.1
-0.5 0.6 0.4
0.3 0.5 0.1
-0.2 0.6 0.8
-0.8 0.3 -0.4
1.2 1.3 -1.3
-0.1 -0.5 -0.2
-0.2 0.0 -0.1
-0.2 -0.9 -0.2
-0.4 0.3 0.5
-1.2 -0.1 1.6
0.0 0.1 -0.1
0.1 -1.1 0.3


2.
Density functional theory data (ωB97M-V/def2-TZVPD) for C60H88BCl2N11P3SV as an isolated structure in a non-equilibrium geometry.

Computed properties:
calculated total energy	-170147.549	eV
net charge	-1
spin multiplicity	2
⟨S²⟩	0.832
frontier orbital gap (spin up / spin down)	4.9 / 4.1	eV
HOMO energy (spin up / spin down)	-3.070 / -2.245	eV

Atoms and positions in Å:
V1 0.050146 -0.871637 0.015878
C1 -1.200284 6.152652 -1.135713
C2 -0.113387 5.362602 -0.397719
C3 1.033590 5.007555 -1.355615
C4 0.498161 6.228612 0.710764
P1 -0.614059 3.663664 0.309964
C5 -1.402479 2.962927 -1.246568
N1 -0.817788 1.725794 -1.747478
B1 0.159363 0.736272 -1.236928
N2 0.488325 -0.056921 -2.455413
C6 1.877250 -0.356458 -2.819207
P2 2.904039 1.244096 -2.897670
C7 4.632593 0.719906 -2.279410
C8 5.556175 -0.004654 -3.255170
C9 5.278866 2.029675 -1.797981
C10 4.424990 -0.164310 -1.044689
C11 3.090966 1.633801 -4.766477
C12 1.748646 2.260436 -5.173808
C13 3.380923 0.467230 -5.709276
C14 4.138871 2.740369 -4.934878
C15 -0.439548 0.240929 -3.439403
C16 -0.710804 -0.396696 -4.637521
C17 -1.760640 0.081034 -5.422631
C18 -2.486736 1.195817 -5.036415
C19 -2.216050 1.849508 -3.832975
C20 -1.211571 1.346811 -3.020989
C21 -2.140733 3.813036 1.473830
C22 -3.519143 3.575012 0.853801
C23 -2.164017 5.130285 2.248233
C24 -1.856484 2.673180 2.468972
H1 -0.885107 7.194443 -1.255267
H2 -1.380709 5.751581 -2.134140
H3 -2.145346 6.150669 -0.589350
H4 1.461602 5.921517 -1.779745
H5 1.815105 4.472666 -0.815083
H6 0.708197 4.364049 -2.174221
H7 -0.246483 6.607894 1.408923
H8 1.238955 5.651282 1.267552
H9 1.001768 7.089216 0.258072
H10 -2.473997 2.804726 -1.098415
H11 -1.304262 3.714698 -2.035448
H12 2.311070 -0.959292 -2.023392
H13 1.903037 -0.905204 -3.759816
H14 5.820910 0.616043 -4.110666
H15 6.487801 -0.267635 -2.742268
H16 5.096394 -0.926041 -3.612381
H17 5.381298 2.764979 -2.597460
H18 4.667874 2.461413 -1.005615
H19 6.275983 1.828063 -1.391719
H20 4.240687 -1.203872 -1.314585
H21 5.324310 -0.133064 -0.421885
H22 3.585461 0.201156 -0.453452
H23 0.947689 1.528243 -5.174029
H24 1.472390 3.060481 -4.483103
H25 1.826372 2.684917 -6.180464
H26 2.643253 -0.326708 -5.589907
H27 3.319213 0.817393 -6.745495
H28 4.368608 0.037670 -5.553409
H29 3.946065 3.550013 -4.226673
H30 5.157465 2.383952 -4.787164
H31 4.071917 3.154101 -5.946506
H32 -0.136242 -1.259001 -4.955678
H33 -2.014802 -0.428400 -6.344255
H34 -3.285438 1.558948 -5.672333
H35 -2.789037 2.723279 -3.544819
H36 -3.737575 4.275845 0.045264
H37 -3.613686 2.555290 0.477996
H38 -4.282453 3.700925 1.630171
H39 -2.302518 5.985137 1.585631
H40 -2.995033 5.121400 2.961315
H41 -1.238152 5.263029 2.809669
H42 -1.670958 1.735479 1.935327
H43 -0.959753 2.891738 3.052427
H44 -2.699543 2.534554 3.156669
C25 -6.067336 0.579983 3.634544
C26 -5.594139 -0.737072 4.186768
C27 -6.366652 -1.454594 5.086240
C28 -5.941382 -2.672658 5.601838
C29 -4.707821 -3.170290 5.217686
C30 -3.916980 -2.475016 4.318193
C31 -4.357668 -1.261942 3.779550
N3 -3.612982 -0.542882 2.840100
C32 -2.400321 -0.983115 2.260571
N4 -1.408829 -1.092697 3.170265
C33 0.014349 -1.154650 3.081009
C34 0.719143 -0.914859 1.889604
C35 2.118507 -1.021298 1.992534
C36 2.772134 -1.362438 3.159657
C37 2.036051 -1.567850 4.323711
C38 0.654870 -1.458261 4.301658
C39 -0.124394 -1.659899 5.581461
N5 -2.300203 -1.199220 0.987163
C40 -3.454383 -0.979395 0.192250
C41 -3.428857 0.126040 -0.665992
C42 -4.511892 0.462887 -1.453394
C43 -5.657851 -0.319381 -1.413593
C44 -5.675972 -1.439930 -0.601809
C45 -4.596371 -1.793806 0.203233
C46 -4.712207 -3.076894 0.986840
H45 -6.962012 0.910771 4.158682
H46 -6.310986 0.494371 2.570613
H47 -5.296487 1.346672 3.738255
H48 -7.331280 -1.057473 5.379776
H49 -6.569478 -3.226263 6.286974
H50 -4.357551 -4.119210 5.604318
H51 -2.964698 -2.884439 4.008480
H52 -4.177208 -0.028016 2.178433
H53 -1.730572 -0.862989 4.096546
H54 2.702532 -0.854174 1.097747
H55 3.849110 -1.482188 3.170026
H56 2.543727 -1.815197 5.250305
H57 0.524976 -2.035364 6.371262
H58 -0.942711 -2.375236 5.461842
H59 -0.558334 -0.716892 5.935234
H60 -2.510795 0.699145 -0.682148
H61 -4.474031 1.336357 -2.090290
H62 -6.521767 -0.065887 -2.014102
H63 -6.553404 -2.077699 -0.590189
H64 -4.570757 -3.922398 0.309220
H65 -5.707112 -3.165032 1.425162
H66 -3.986196 -3.144485 1.792657
Cl1 3.846831 -3.073217 -3.151527
C47 4.497736 -3.800834 -1.711083
C48 5.695382 -4.473162 -1.813490
C49 6.236277 -5.119740 -0.710068
C50 5.527440 -5.098782 0.483364
C51 4.322643 -4.434503 0.566408
Cl2 3.450296 -4.559441 2.077660
C52 3.708528 -3.710069 -0.510428
N6 2.592020 -3.011764 -0.403298
H67 6.211694 -4.499108 -2.764759
H68 7.171781 -5.657585 -0.783324
H69 5.909267 -5.614028 1.355875
C53 0.097233 -6.095334 -0.361143
N7 -0.622513 -5.065986 0.484835
C54 -1.954396 -4.736444 -0.196950
N8 -1.795339 -4.354638 -1.544771
C55 -1.118014 -5.403520 -2.272547
N9 0.195149 -5.699600 -1.716180
C56 1.174637 -4.616606 -1.913181
P3 0.972730 -2.997230 -0.878020
C57 0.203507 -3.834781 0.675162
C58 -1.031538 -3.077219 -1.656449
H70 -0.481213 -7.022160 -0.280535
H71 1.093444 -6.232026 0.064287
H72 -0.824436 -5.475772 1.396829
H73 -2.401687 -3.924937 0.375275
H74 -2.570508 -5.640211 -0.125476
H75 -0.994385 -5.097573 -3.310653
H76 -1.728027 -6.316164 -2.242779
H77 1.153203 -4.356750 -2.974391
H78 2.157333 -5.045268 -1.706096
H79 -0.431112 -3.088054 1.159409
H80 1.024552 -4.063732 1.350007
H81 -0.992763 -2.824731 -2.722999
H82 -1.659300 -2.304637 -1.187531
C59 3.584832 4.924996 4.994158
N10 3.527383 4.241728 3.720449
C60 2.569054 3.341619 3.350759
N11 1.877016 2.714831 4.339048
S1 2.254343 3.063977 1.750088
H83 4.545643 5.428612 5.083176
H84 3.500596 4.213231 5.815430
H85 2.788728 5.669920 5.110679
H86 3.903386 4.725849 2.922616
H87 2.344619 2.577582 5.222507
H88 1.372660 1.900026 4.012990

Force components x, y, z for each atom (eV/Å):
0.0 -0.8 -0.5
0.0 -0.1 0.1
-0.2 -0.1 0.1
-0.1 -0.1 0.1
0.0 -0.1 0.1
-0.4 0.0 -0.6
0.1 -0.3 0.1
0.2 0.6 -0.4
-0.3 1.0 0.0
0.1 -0.2 0.1
-0.1 0.5 0.1
0.2 -0.3 -0.3
-0.2 0.2 0.0
-0.1 0.1 0.0
0.0 -0.1 -0.1
0.1 0.0 -0.1
-0.2 0.1 0.2
0.1 0.0 0.1
0.0 0.0 0.1
0.0 -0.1 0.1
-0.2 0.0 -0.4
0.0 0.1 0.1
0.0 0.0 -0.2
0.0 0.0 -0.1
0.0 0.1 0.0
0.1 -0.1 0.1
0.2 -0.1 0.0
0.1 0.0 0.1
0.0 -0.1 -0.1
-0.1 0.0 0.0
0.0 0.0 -0.1
-0.1 0.0 0.0
0.0 0.1 0.0
0.0 0.0 0.0
0.1 0.0 0.0
0.0 0.0 -0.1
0.0 0.0 0.0
0.0 0.0 0.0
0.0 0.0 0.0
0.0 0.2 0.0
-0.1 0.0 0.0
0.0 -0.1 -0.2
0.0 -0.2 0.1
0.0 0.0 0.0
0.0 0.0 0.0
0.1 0.1 0.0
0.0 0.0 0.1
0.0 0.1 0.0
0.0 0.0 0.0
-0.1 0.1 0.1
0.0 0.0 0.0
0.0 0.0 0.1
-0.1 -0.1 0.0
0.0 0.0 0.0
0.0 0.0 0.0
0.0 0.0 -0.1
0.0 0.0 0.0
0.0 0.0 0.0
0.0 0.0 0.0
0.0 0.0 0.0
0.0 0.0 0.0
0.0 0.0 0.0
0.0 0.0 0.0
0.0 0.0 0.0
0.0 0.0 0.0
0.0 0.0 0.0
-0.1 0.1 0.0
0.0 0.0 0.0
0.0 0.0 0.1
0.0 0.0 0.0
0.0 0.1 0.0
0.0 -0.1 0.1
0.0 0.0 0.0
0.0 0.0 0.0
0.0 -0.1 0.0
0.0 0.2 -0.1
0.0 -0.2 0.0
0.0 0.0 0.0
0.0 0.0 0.0
0.0 0.2 -0.1
0.1 -0.2 0.3
-0.1 0.1 -0.1
0.1 0.0 0.1
-0.3 0.2 0.1
0.7 -0.1 -0.2
-0.4 -0.1 1.4
0.1 0.2 0.1
0.0 0.2 -0.1
-0.1 0.1 -0.1
0.0 -0.1 0.2
0.0 0.0 -0.1
0.9 0.4 -0.2
-0.4 0.2 -0.4
0.2 -0.1 0.3
-0.2 0.0 0.0
0.1 0.0 0.1
-0.1 0.1 -0.1
0.1 -0.2 0.1
0.0 0.1 0.0
0.0 0.0 0.0
0.0 0.1 0.0
0.0 0.0 0.0
0.0 0.0 0.0
0.0 0.0 0.0
0.0 0.0 0.0
0.0 0.0 0.0
0.0 0.0 0.0
-0.1 0.1 0.0
0.1 -0.1 0.0
0.0 0.0 0.0
-0.1 0.0 0.0
0.0 0.0 0.0
0.0 0.0 0.0
-0.1 0.0 0.1
0.0 0.0 -0.1
0.1 0.0 0.0
0.0 0.0 0.0
0.0 0.0 0.0
0.0 0.0 0.1
0.0 0.0 0.1
0.0 -0.1 0.0
-0.1 -0.2 -0.2
0.0 -0.2 0.2
0.1 0.0 0.0
0.1 -0.1 0.0
0.0 0.0 0.0
0.0 -0.1 -0.1
0.0 0.0 0.1
-0.2 0.2 0.0
0.6 0.0 0.0
0.0 0.0 0.0
0.0 0.0 0.0
0.0 0.0 0.0
0.1 -0.3 -0.1
-0.1 0.1 -0.1
-0.3 0.0 -0.1
-0.4 -0.1 0.0
0.0 -0.1 0.1
0.0 0.2 0.0
0.1 0.4 -0.3
0.0 -1.4 0.6
0.2 0.6 -0.2
0.0 0.0 0.0
0.0 0.0 0.1
0.0 0.0 0.1
0.0 0.0 0.0
0.2 -0.1 0.1
0.1 0.0 0.1
0.0 0.0 0.0
0.0 0.0 0.0
0.0 0.0 0.0
0.0 0.1 0.0
-0.2 -0.2 0.1
0.0 -0.1 0.0
0.0 0.0 0.0
-0.1 0.0 -0.2
-0.2 0.0 0.0
-0.1 0.0 0.3
0.3 0.2 -0.7
0.0 -0.2 0.4
0.2 -0.3 0.3
0.0 0.0 0.0
0.1 0.1 0.0
0.0 0.0 0.0
0.0 0.0 0.0
0.0 0.0 0.0
0.0 0.0 0.0